An isolated molecule of C9H13NOS at a distorted geometry, computed with ωB97M-V/def2-TZVPD.

HOMO-LUMO gap = 8.2401 eV
electronic energy = -23909.555 eV
largest force on an atom = 5.48 eV/Å
relative energy (zero: lowest compared OMol25 entry of this formula, charge and spin) = 157.3 kcal per mole

Geometry as XYZ:
```
25
Properties=species:S:1:pos:R:3:mulliken_charge:R:1
C -1.43919 -1.55318 -0.25499 -0.30
C -2.71635 -1.09121 -0.36645 0.39
C -3.02685 0.23368 0.09839 0.13
C 0.79330 -0.54164 -0.24025 -1.09
C -3.76589 -1.85361 -1.08992 -1.49
C 1.49998 1.78036 0.76556 -1.27
C 2.72670 0.63613 -1.23667 -1.54
C 2.84165 -0.03113 1.24129 -1.34
C 1.92064 0.46144 0.06462 1.87
N -3.40576 1.19559 0.61721 0.56
O -3.71927 2.19961 1.16431 -0.68
S -0.45908 -0.53756 0.81157 -0.07
H -1.02670 -2.45882 -0.42901 0.58
H -4.52872 -1.92134 -0.32967 0.31
H -4.19382 -1.49609 -1.98546 0.36
H -3.45224 -2.83897 -1.45213 0.35
H 0.61448 1.55220 1.42601 0.41
H 2.34779 2.15065 1.36282 0.34
H 1.24333 2.45031 -0.12995 0.32
H 3.34025 1.56935 -1.10709 0.39
H 3.19836 -0.32697 -1.52801 0.36
H 2.07816 0.86316 -2.07608 0.39
H 3.63740 0.74020 1.38218 0.40
H 2.16177 -0.15640 2.17669 0.30
H 3.33006 -1.02578 1.11502 0.35
```

***

A structure of composition C4H3GdLi2O2 at a distorted geometry, computed with ωB97M-V/def2-TZVPD.

HOMO-LUMO gap (spin up / spin down) = 4.9928 / 4.7830 eV
electronic energy = -29517.988 eV
largest force on an atom = 5.03 eV/Å
charge = +1
2S+1 = 9
relative energy (zero: lowest compared OMol25 entry of this formula, charge and spin) = 212.5 kcal per mole

Geometry as XYZ:
```
12
Properties=species:S:1:pos:R:3:lowdin_spin:R:1
C -1.34588 0.91739 -0.46955 0.15
O -1.78536 1.51502 0.57902 0.02
Gd 1.87938 1.54468 -1.01202 7.33
Li -2.86845 0.78955 1.80401 0.01
H 0.06981 0.12560 -0.27046 0.03
C -0.81550 -0.43766 -0.38670 0.22
C 0.29147 -1.53650 -0.27131 -0.06
C 1.64449 -1.30300 -0.29784 0.19
O 2.45721 -0.61630 -1.20519 0.09
Li 0.34696 1.01350 2.02282 -0.13
H -2.14889 -0.15764 -0.91081 0.12
H 2.27476 -1.85463 0.41802 0.01
```

***

An isolated molecule of C4H4F2S3 at a distorted geometry, computed with ωB97M-V/def2-TZVPD.

HOMO-LUMO gap (spin up / spin down) = 7.5406 / 5.6348 eV
electronic energy = -42150.677 eV
largest force on an atom = 1.71 eV/Å

Geometry as XYZ:
```
13
Properties=species:S:1:pos:R:3:mulliken_charge:R:1
C -1.55840 0.26670 -1.92367 0.17
C 0.93540 -0.24514 -0.65158 0.13
C 0.22855 -0.46519 0.63387 0.34
C 0.47952 0.26711 1.88112 -1.07
F 2.02462 -1.08169 -0.75478 -0.29
F -0.48144 -1.57955 0.73731 -0.24
S -2.73370 0.06615 -3.07531 -0.22
S -0.07481 -0.63728 -2.16473 -0.06
S -1.75313 1.30836 -0.61959 -0.11
H 1.31627 0.78109 -0.71045 0.33
H 1.00258 1.19667 1.68778 0.31
H 1.07380 -0.35116 2.56597 0.36
H -0.45925 0.47393 2.39406 0.34
```

***

A structure of composition C17H34N2Nb, computed with ωB97M-V/def2-TZVPD.

HOMO-LUMO gap = 6.2828 eV
electronic energy = -22705.348 eV
largest force on an atom = 0.87 eV/Å
charge = -1
relative energy (zero: lowest compared OMol25 entry of this formula, charge and spin) = 0.0 kcal per mole

Geometry as XYZ:
```
54
Properties=species:S:1:pos:R:3:mulliken_charge:R:1
C -1.34545 1.90664 -1.36325 -1.31
C 0.12500 1.49856 -1.28320 -0.26
C 0.59891 0.78468 -2.55571 -0.89
C 0.22226 -0.70059 -2.59187 -0.46
C 1.18132 -1.68054 -1.87053 -0.31
C 2.36222 -1.11563 -1.07093 -0.25
C 2.84797 -2.10955 -0.02191 -0.63
C 4.11448 -1.67227 0.70926 -0.22
C 4.61520 -2.71821 1.72805 -1.50
Nb 4.40695 -2.27482 3.89467 -0.95
H -1.74656 2.17934 -0.38483 0.34
H -1.47951 2.76427 -2.02799 0.44
H -1.95884 1.08961 -1.75417 0.21
H 0.73906 2.38555 -1.09959 0.30
H 0.27360 0.84885 -0.41552 0.25
H 1.67801 0.89977 -2.68940 0.43
H 0.12830 1.28783 -3.40921 0.46
H -0.78537 -0.81692 -2.17882 0.21
H 0.14233 -1.01675 -3.63608 0.36
H 0.59568 -2.29652 -1.18042 -0.09
H 1.59409 -2.38107 -2.60350 0.31
H 2.09025 -0.18056 -0.57462 0.19
H 3.20043 -0.89344 -1.74293 0.23
H 2.05387 -2.25689 0.72219 0.25
H 3.02578 -3.08526 -0.49592 0.34
H 4.89489 -1.46736 -0.03559 0.33
H 3.90165 -0.71549 1.19739 0.26
H 5.63684 -3.01913 1.47719 0.41
H 3.99447 -3.63330 1.66813 0.48
H 5.31100 -0.69952 3.46812 0.03
H 5.78444 -3.41405 4.32763 -0.01
H 3.57416 -3.61196 4.88650 0.02
H 2.61467 -1.88198 3.65034 -0.01
H 4.60560 -1.19025 5.37639 0.07
N -4.10764 5.55999 -1.99866 -0.01
C -5.27006 5.29245 -1.32788 -0.49
C -4.94003 4.91959 -0.05248 -0.47
C -3.52212 4.96149 0.04861 -0.30
C -3.03864 5.35968 -1.16836 -0.56
H -4.04666 5.84995 -2.95648 0.19
H -6.22731 5.38652 -1.81123 0.38
H -5.63518 4.64064 0.72164 0.38
H -2.92679 4.71883 0.91284 0.44
H -2.02990 5.51067 -1.51239 0.44
N -2.72155 -3.41903 1.31308 0.03
C -3.78268 -2.58229 1.52732 -0.43
C -3.40415 -1.32225 1.14712 -0.95
C -2.05999 -1.40292 0.68904 0.40
C -1.66913 -2.71118 0.80287 -0.86
H -2.70814 -4.40172 1.51189 0.18
H -4.70940 -2.94932 1.93412 0.37
H -4.01736 -0.43767 1.19852 0.41
H -1.44714 -0.59418 0.32712 0.42
H -0.73384 -3.19230 0.57347 0.40
```

***

An isolated molecule of C4H10O2, computed with ωB97M-V/def2-TZVPD.

HOMO-LUMO gap = 10.8052 eV
electronic energy = -8404.513 eV
largest force on an atom = 0.59 eV/Å
structure (SMILES) = CC[C@@H](O)CO
relative energy (zero: lowest compared OMol25 entry of this formula, charge and spin) = 23.9 kcal per mole

Geometry as XYZ:
```
16
Properties=species:S:1:pos:R:3:mulliken_charge:R:1
C 2.19594 -0.36208 -0.51555 -1.23
C 0.68859 -0.23930 -0.74969 -0.51
C -0.13932 0.55152 0.28169 0.31
O -0.37508 1.83468 -0.29601 -0.54
C -1.46052 -0.14650 0.61839 -0.71
O -2.33619 0.85073 1.11002 -0.52
H 2.70290 -0.58595 -1.46161 0.35
H 2.61097 0.57894 -0.13927 0.34
H 2.46601 -1.15693 0.19027 0.32
H 0.51310 0.40326 -1.61549 0.26
H 0.25262 -1.22356 -0.97351 0.33
H 0.41347 0.73705 1.21347 0.26
H -1.31327 1.91022 -0.51239 0.33
H -1.29452 -0.94610 1.35865 0.36
H -1.87228 -0.62448 -0.28784 0.34
H -3.18562 0.44980 1.32142 0.31
```

***

An isolated molecule of C6H9N at a distorted geometry, computed with ωB97M-V/def2-TZVPD.

HOMO-LUMO gap = 8.6975 eV
electronic energy = -7851.786 eV
largest force on an atom = 7.19 eV/Å
structure (SMILES) = C1[C@H]2[C@H]3C[C@H]3N[C@@H]12
relative energy (zero: lowest compared OMol25 entry of this formula, charge and spin) = 147.0 kcal per mole

Geometry as XYZ:
```
16
Properties=species:S:1:pos:R:3:mulliken_charge:R:1
C 1.51036 -0.44225 0.68304 -0.28
C 0.87409 -0.54226 -0.62047 -0.21
C -0.58440 -0.82072 -0.54591 -0.33
C -1.36870 -0.50371 0.64260 -0.43
C -1.24121 0.59964 -0.18273 -0.20
N -0.23253 1.46892 0.03862 -0.40
C 1.15117 0.73646 -0.11997 -0.48
H 2.70060 -0.38147 0.70535 0.25
H 0.60422 -0.73364 1.39101 -0.03
H 1.38375 -1.14791 -1.43965 0.34
H -0.94663 -1.49718 -1.53096 0.20
H -2.38517 -1.19672 0.51579 0.24
H -0.87594 -0.22814 1.70322 0.34
H -2.25366 0.75320 -0.48778 0.40
H -0.34870 2.54210 -0.37656 0.28
H 2.01273 1.39368 -0.37558 0.32
```